<i>
2 unconnected molecules or ions with the total composition CH3NO2S2. Source: OMol25; level of theory: ωB97M-V/def2-TZVPD.

```
9
Properties=species:S:1:pos:R:3:mulliken_charge:R:1
S -0.1308 -1.0083 -2.9251 -0.144
S 1.9098 -0.1363 0.7271 -0.110
O -1.8573 0.0928 0.8169 -0.588
O -0.3006 1.6574 1.1761 -0.461
N -0.6590 0.3747 0.7302 0.747
C 0.3052 -0.2788 0.1810 -0.138
H -1.0748 2.0557 1.6921 0.357
H 2.2668 -0.8573 -0.3017 0.177
H -0.4593 -1.8998 -2.0967 0.159
```

Results
E_LUMO (spin up / spin down) in eV: -2.1 / -1.9
Spin multiplicity: 1
Frontier orbital gap (spin up / spin down) in eV: 6.9428 / 7.3012


<ii>
2 unconnected molecules or ions with the total composition CH3NO2S2. Source: OMol25; level of theory: ωB97M-V/def2-TZVPD.

```
9
Properties=species:S:1:pos:R:3:mulliken_charge:R:1
S -0.2931 0.1303 -0.5497 0.383
S 3.1993 0.0568 0.3783 0.685
O 0.9088 0.7767 -0.0021 -0.479
O 3.9322 1.0337 -0.4066 -0.495
N 3.1881 -1.3581 -0.1702 -0.487
C -1.6066 0.6143 0.2726 -0.437
H -1.5798 1.3242 1.0784 0.266
H 3.6397 -1.5888 -1.0440 0.273
H -2.5508 0.1908 -0.0139 0.291
```

Results
E_LUMO in eV: -0.8
Spin multiplicity: 1
Frontier orbital gap in eV: 9.3557


<iii>
2 unconnected molecules or ions with the total composition CH3NO2S2. Source: OMol25; level of theory: ωB97M-V/def2-TZVPD.

```
9
Properties=species:S:1:pos:R:3:mulliken_charge:R:1
S -0.2643 0.8711 0.1499 1.035
S 2.7472 0.3635 -0.0788 -0.145
O -0.6953 1.9918 -0.6908 -0.555
O -0.0790 0.8418 1.5514 -0.568
N -1.2283 -0.3802 -0.3625 -0.543
C 1.2894 0.5215 -0.5347 -0.004
H -1.9477 -0.4310 0.3453 0.296
H -1.6006 0.1318 -1.1860 0.340
H 0.6773 0.4126 -2.2081 0.145
```

Results
E_LUMO (spin up / spin down) in eV: -1.3 / -1.3
Spin multiplicity: 1
Frontier orbital gap (spin up / spin down) in eV: 7.9763 / 7.9756


Stability check: which of them is most stable? <ii>.


<i>
2 unconnected molecules or ions with the total composition C4H9N2O. Source: OMol25; level of theory: ωB97M-V/def2-TZVPD.

```
16
Properties=species:S:1:pos:R:3:lowdin_spin:R:1
O 1.7987 -1.0662 0.4307 0.928
N 0.5669 1.3178 0.1022 0.002
N -0.7501 -0.6335 -0.3793 0.015
C -0.1502 2.5563 -0.1776 0.000
C -1.3936 -1.8305 -0.6697 0.002
C 2.3323 -1.6605 1.3296 0.794
C 0.0512 0.1775 -0.1313 -0.002
H -1.1990 2.3423 -0.3692 0.000
H -0.0753 3.2156 0.6860 0.000
H 3.1417 -2.3795 1.1492 0.129
H 2.0436 -1.5231 2.3825 0.130
H 0.2770 3.0556 -1.0479 0.000
H -1.0025 -2.6230 -0.0309 0.001
H -1.2497 -2.0979 -1.7162 0.000
H 1.5352 1.3827 0.3843 -0.001
H -2.4571 -1.7073 -0.4642 0.001
```

Results
E_LUMO (spin up / spin down) in eV: -3.4 / -6.8
Charge: +1
Spin multiplicity: 3
Frontier orbital gap (spin up / spin down) in eV: 7.3511 / 8.0404


<ii>
2 unconnected molecules or ions with the total composition C4H9N2O. Source: OMol25; level of theory: ωB97M-V/def2-TZVPD.

```
16
Properties=species:S:1:pos:R:3:lowdin_spin:R:1
O 0.9490 -2.0085 -0.0210 0.007
N -0.4253 0.5642 1.0162 0.129
N -0.3927 0.4754 -1.2577 0.776
C -1.5594 0.0461 -0.8747 0.601
C 1.7474 1.0072 -0.2016 0.019
C -1.6892 0.1010 0.5655 0.146
C 0.3562 0.6009 -0.0211 0.169
H 1.5183 2.1402 -0.3644 0.009
H 0.8895 -2.1428 -1.0175 0.001
H -2.3303 -0.7271 1.0416 0.040
H -2.5046 0.9416 0.6815 0.059
H -2.3278 -0.4182 -1.5328 0.037
H 1.3718 -2.8535 0.1637 0.000
H 2.3659 0.5709 -0.9596 0.004
H 2.1754 0.9292 0.7940 0.000
H -0.1443 0.7733 1.9879 0.003
```

Results
E_LUMO (spin up / spin down) in eV: -3.5 / -8.5
Charge: +1
Spin multiplicity: 3
Frontier orbital gap (spin up / spin down) in eV: 7.6390 / 7.1944


Stability check: which of them is most stable? <ii>.


<i>
3 unconnected molecules or ions with the total composition C3H12NO3. Source: OMol25; level of theory: ωB97M-V/def2-TZVPD.

```
19
Properties=species:S:1:pos:R:3:mulliken_charge:R:1
O 0.3567 0.7491 1.3288 -0.607
O -3.2427 -0.2934 0.5145 -0.420
O 1.8075 -0.3511 -0.2863 -0.343
N -1.1609 1.1771 -0.7147 -0.223
C -1.3559 -0.2404 -1.0162 -0.233
C -1.9920 -0.8870 0.2132 -0.388
C 3.2119 -0.3365 0.0140 -0.601
H -3.1041 0.6115 0.6790 0.349
H -2.1598 -1.9976 -0.0194 0.345
H 0.5943 1.2741 2.1487 0.249
H -0.9269 1.7652 -1.5383 0.327
H -1.2847 -0.7897 1.0700 0.296
H -0.3956 -0.7738 -1.2768 0.307
H 3.5695 -1.2376 0.4239 0.321
H -0.4839 1.3049 0.0060 0.258
H 3.5048 0.4154 0.7445 0.293
H 1.2964 0.1138 0.4841 0.428
H 3.8108 -0.1647 -0.8949 0.261
H -2.0453 -0.3390 -1.8800 0.379
```

Results
E_LUMO in eV: -10.4
Charge: +1
Spin multiplicity: 1
Frontier orbital gap in eV: 4.2325


<ii>
3 unconnected molecules or ions with the total composition C3H12NO3. Source: OMol25; level of theory: ωB97M-V/def2-TZVPD.

```
19
Properties=species:S:1:pos:R:3:mulliken_charge:R:1
O 0.0214 1.6260 -1.4842 -0.604
O -2.1744 1.5213 0.8330 -0.575
O 2.0965 0.1776 -0.2700 -0.556
N -1.5194 -0.8976 1.0715 -0.228
C 0.8039 -1.6354 -0.0273 -0.393
C 2.2103 -1.0189 -0.3010 0.057
C -0.3369 -0.5426 0.1479 -0.931
H -2.2423 -0.1375 1.0843 0.327
H -2.0383 -1.7309 0.7742 0.380
H -0.6991 -0.3013 -0.8842 0.424
H 3.0945 -1.6820 -0.3412 0.363
H 0.3851 -2.2079 -0.9615 0.286
H -2.9215 2.0536 0.7330 0.293
H 0.1006 0.4008 0.4697 0.473
H 0.1198 2.2152 -2.2151 0.306
H -1.1678 -1.0842 2.0433 0.391
H 0.9387 -2.2099 0.9423 0.361
H -1.5289 2.1142 0.6132 0.252
H 0.9837 1.4352 -1.3077 0.373
```

Results
E_LUMO in eV: -3.2
Charge: +1
Spin multiplicity: 1
Frontier orbital gap in eV: 10.7063


Stability check: which of them is most stable? <ii>.


<i>
A molecular structure, C30H41NOSeSiV. Source: OMol25; level of theory: ωB97M-V/def2-TZVPD.

```
76
Properties=species:S:1:pos:R:3:lowdin_spin:R:1
Se 1.1971 -3.2371 2.5422 -0.008
V 0.6229 -0.9910 1.5250 2.813
Si -0.8665 1.5607 0.4082 0.009
O 1.9372 -0.2475 3.1678 0.028
N 1.5681 0.2490 -0.0457 0.017
C -1.0026 5.6459 1.2527 0.000
C 1.4683 2.0108 4.0836 0.001
C -2.5726 3.8353 -0.1348 0.001
C 3.8258 1.0842 -0.7940 0.001
C 0.8314 -3.8176 -0.2890 0.009
C -1.9359 -3.6120 -0.2479 0.002
C -0.9512 0.5116 1.8819 0.016
C 0.1760 -3.4980 0.9250 0.008
C -1.8137 0.7992 -1.0330 0.002
C -3.3749 -0.8499 -1.8932 0.000
C 3.3046 0.8568 -2.2215 0.000
C -1.3959 3.3774 0.4606 0.002
C 1.3402 -0.4653 -1.3449 0.013
C 0.9780 1.6251 -0.0684 0.008
C -0.6252 4.3142 1.1573 0.000
C -2.4440 0.7854 -3.3806 0.000
C -2.9620 5.1660 -0.0438 0.000
C -2.1770 6.0756 0.6490 0.000
C -1.2270 -3.3943 0.9347 0.008
C -1.7330 1.3321 -2.3239 0.001
C 0.0800 -4.0244 -1.4345 0.001
C -1.9952 -3.1366 2.2020 0.007
C 2.5437 -0.4594 -2.2906 0.002
C 2.4566 0.8838 3.8975 0.003
C -3.2713 -0.3101 -3.1649 0.001
C -1.3092 -3.9287 -1.4380 0.008
C -2.0915 -4.1839 -2.6960 0.001
C 2.3274 -3.9472 -0.3620 0.003
C -2.6483 -0.3016 -0.8416 0.002
C 3.0209 0.2888 0.2373 0.009
H 1.5144 2.2248 0.6749 0.000
H 2.6589 -4.0012 -1.3998 0.000
H -3.8807 5.4920 -0.5157 0.000
H 3.1582 0.7040 1.2327 0.001
H 1.3534 -0.7359 3.7698 0.005
H 2.1846 -0.6536 -3.3029 0.000
H 2.6710 -4.8435 0.1585 0.000
H -3.1192 -3.8344 -2.6014 0.000
H -0.3825 6.3472 1.7973 0.000
H 4.1296 0.8633 -2.9345 0.000
H 1.1547 2.1114 -1.0331 0.001
H -0.6432 1.0539 2.7781 0.004
H 3.8077 2.1473 -0.5476 0.000
H 2.6389 1.6706 -2.5173 0.000
H 2.8267 0.5193 4.8572 0.000
H 4.8688 0.7682 -0.7164 0.000
H -1.6933 -2.2078 2.6886 0.004
H -2.3630 1.2154 -4.3714 0.000
H -1.9647 0.1392 2.0615 0.003
H -3.0649 -3.0861 1.9968 0.000
H -3.0175 -3.5351 -0.2200 0.000
H -2.7290 -0.7444 0.1446 0.000
H 0.2954 4.0068 1.6443 0.000
H 0.4724 -0.0097 -1.8178 0.000
H 1.1161 2.3860 3.1234 0.000
H -4.0202 -1.6996 -1.7135 0.000
H 2.8216 -3.1094 0.1331 0.002
H 3.3643 -0.7485 0.2836 0.003
H -1.1057 2.1999 -2.5093 0.000
H 0.5994 1.6943 4.6618 0.000
H -3.2001 3.1429 -0.6852 0.000
H 0.5973 -4.2641 -2.3589 0.000
H -2.4779 7.1133 0.7192 0.000
H 1.0656 -1.4987 -1.1287 0.005
H 3.3243 1.2211 3.3308 0.000
H -1.6426 -3.6764 -3.5514 0.000
H 3.2177 -1.2836 -2.0386 0.000
H -3.8331 -0.7350 -3.9877 0.000
H -1.8095 -3.9323 2.9268 0.000
H 1.9484 2.8317 4.6200 0.000
H -2.1237 -5.2508 -2.9282 0.000
```

Results
E_LUMO (spin up / spin down) in eV: 0.4 / 0.4
Spin multiplicity: 4
Frontier orbital gap (spin up / spin down) in eV: 7.1942 / 7.9896


<ii>
A molecular structure, C30H41NOSeSiV. Source: OMol25; level of theory: ωB97M-V/def2-TZVPD.

```
76
Properties=species:S:1:pos:R:3:lowdin_spin:R:1
Se 0.8112 2.8137 -1.1613 0.028
V -0.0794 0.7811 0.0873 2.798
Si -2.1013 -0.0362 2.3100 0.008
O -1.5840 0.4161 -1.3955 0.037
N 0.5390 -0.5112 1.5896 0.015
C -2.4429 0.4197 5.1106 0.000
C 3.8763 1.7254 -4.6576 -0.001
C 3.3661 1.9372 -2.2855 0.000
C -2.5948 -2.7079 1.3825 0.002
C -3.0045 -0.1395 3.9546 0.002
C -3.0524 0.2912 6.3525 0.000
C -3.1933 -3.6820 0.5891 0.000
C 1.7037 2.5542 -3.9259 0.000
C -1.3765 0.2772 -2.8168 0.003
C 1.7871 0.2988 1.8312 0.011
C 0.8415 -1.8415 0.9594 0.017
C 3.3167 -1.6121 1.2888 0.001
C 4.8280 1.3533 -5.7677 0.000
C -4.4337 -1.9708 -0.5558 0.000
C -3.8203 -1.0061 0.2349 0.002
C -4.8345 -0.9573 5.3353 0.000
C -1.7349 1.4580 1.3704 0.006
C 2.0645 2.3848 -2.5741 0.010
C -4.2151 -0.8272 4.0953 0.000
C 3.8946 1.8005 -0.8812 0.001
C -2.8822 -1.3479 1.2156 0.003
C 2.9159 -0.5666 2.3521 0.000
C 0.3687 3.1058 -4.3748 0.001
C 4.2372 1.6083 -3.3259 0.000
C -0.3497 -0.6235 2.7948 0.010
C -4.1132 -3.3114 -0.3841 0.002
C -0.1188 -0.5213 -3.0319 0.007
C 2.1942 -1.8252 0.2687 0.004
C 2.6082 2.2165 -4.9291 0.001
C -4.2509 -0.4026 6.4652 0.000
H 3.7614 0.0659 2.6245 0.000
H -0.2783 -1.6241 3.2319 0.001
H 2.3060 2.3560 -5.9653 0.000
H 4.2321 -1.3082 0.7795 0.000
H 4.9390 2.1682 -6.4864 0.000
H 0.8359 -2.6204 1.7306 0.002
H 3.7507 0.7833 -0.5017 0.000
H -1.5155 0.9831 5.0472 0.000
H -2.9476 -4.7271 0.7338 0.000
H 0.7384 -0.0203 -2.5743 0.003
H 5.2370 1.2624 -3.0771 0.000
H 2.5770 -1.0524 3.2701 0.000
H 0.0402 -2.0868 0.2623 0.005
H 3.3950 2.4862 -0.1997 0.001
H 4.4734 0.4810 -6.3218 0.000
H -2.2442 -0.2327 -3.2337 0.000
H -1.8943 -3.0213 2.1518 0.000
H 2.1031 0.7768 0.8788 0.002
H -2.5965 0.7338 7.2295 0.000
H 5.8176 1.1150 -5.3760 0.000
H -0.2586 2.3160 -4.7963 0.000
H -1.2927 1.2681 -3.2517 0.000
H 2.3226 -2.7711 -0.2573 0.000
H -5.7718 -1.4944 5.4169 0.000
H 2.2191 -1.0475 -0.5038 0.002
H -4.5862 -4.0660 -1.0003 0.000
H -2.6011 1.9008 0.8613 0.002
H -4.0852 0.0365 0.0874 0.000
H 0.0940 -0.6081 -4.0989 0.000
H -0.2179 -1.5296 -2.6205 0.001
H 0.5173 3.8422 -5.1666 0.000
H -4.6838 -1.2757 3.2260 0.000
H -0.1789 3.5746 -3.5616 0.001
H 0.0146 0.0704 3.5579 0.001
H -2.2155 1.1197 -1.1964 0.003
H 1.5408 1.1086 2.5138 0.002
H 4.9691 1.9941 -0.8612 0.000
H -4.7281 -0.5096 7.4318 0.000
H -1.3281 2.2448 2.0230 0.006
H 3.5313 -2.5654 1.7747 0.000
H -5.1618 -1.6783 -1.3030 0.000
```

Results
E_LUMO (spin up / spin down) in eV: 0.5 / 0.5
Spin multiplicity: 4
Frontier orbital gap (spin up / spin down) in eV: 7.0174 / 7.7188


Stability check: which of them is most stable? <i>.